{"formula": "C66H66Br2IN3O27P2", "method": "ωB97M-V/def2-TZVPD", "symbols": ["I", "Br", "Br", "P", "P", "O", "O", "O", "O", "O", "O", "O", "O", "O", "O", "O", "O", "O", "O", "O", "O", "O", "O", "O", "O", "O", "O", "O", "O", "O", "O", "O", "N", "N", "N", "C", "C", "C", "C", "C", "C", "C", "C", "C", "C", "C", "C", "C", "C", "C", "C", "C", "C", "C", "C", "C", "C", "C", "C", "C", "C", "C", "C", "C", "C", "C", "C", "C", "C", "C", "C", "C", "C", "C", "C", "C", "C", "C", "C", "C", "C", "C", "C", "C", "C", "C", "C", "C", "C", "C", "C", "C", "C", "C", "C", "C", "C", "C", "C", "C", "C", "H", "H", "H", "H", "H", "H", "H", "H", "H", "H", "H", "H", "H", "H", "H", "H", "H", "H", "H", "H", "H", "H", "H", "H", "H", "H", "H", "H", "H", "H", "H", "H", "H", "H", "H", "H", "H", "H", "H", "H", "H", "H", "H", "H", "H", "H", "H", "H", "H", "H", "H", "H", "H", "H", "H", "H", "H", "H", "H", "H", "H", "H", "H", "H", "H", "H"], "xyz": [[0.3365, -6.3763, -3.4375], [-1.7908, 0.7960, 0.3640], [-4.8458, 1.1437, -3.2107], [-3.3859, -7.6662, -1.5052], [-5.5582, -0.3758, 0.4137], [6.4281, 2.5225, 3.3423], [8.9152, 1.8556, -7.3288], [-4.7077, 0.1657, 1.6485], [-1.9704, 4.3297, 1.8100], [11.5350, -1.0637, -3.4927], [4.8997, -2.0376, 5.7398], [0.4374, -2.4496, 4.3431], [-3.8423, 10.8524, 4.2066], [4.0733, 4.2250, -3.8530], [-4.1738, 3.0194, 1.8304], [7.6882, 0.4428, 4.4613], [-1.0407, 14.5582, 4.8840], [10.3045, 5.1620, 3.4501], [6.6188, 3.5451, -4.1169], [9.7378, 0.7645, -2.8403], [-4.0501, 8.3837, 2.9923], [-2.1456, 9.2089, 5.3674], [11.5605, 3.0857, 4.4823], [6.4466, 0.6523, -0.4300], [10.6512, -0.0254, -7.9849], [0.6870, 12.9000, 5.9944], [-6.7125, -1.2628, 1.0936], [0.8033, -0.7899, 2.3128], [5.2345, -0.3177, 3.7428], [-2.1967, -1.4139, -3.5397], [3.8801, 1.2643, -0.2175], [-6.3162, 7.0216, 3.0867], [-3.8469, -5.0665, -0.9859], [-2.3330, -4.0530, -3.1402], [-6.2763, 0.7055, -0.4424], [1.3666, -1.2094, -2.1738], [-4.4909, -1.4806, -0.6019], [-8.4388, -4.3175, -1.2364], [-2.9232, 5.0240, 2.1003], [-2.9408, -1.8406, -2.4655], [-3.0089, -3.2482, -2.2750], [9.9304, 0.6274, -4.0364], [-1.5950, -8.0532, 0.7239], [-4.0110, 7.0841, 2.7110], [-3.1223, 1.4767, -0.8997], [9.5021, 1.1815, -6.3479], [-5.3806, 4.9510, 2.4551], [-0.6475, 10.9721, 5.7494], [-1.8071, 10.4902, 5.2824], [-1.3715, 13.2744, 4.9583], [-5.3383, 6.3733, 2.7739], [1.8321, -1.0388, 3.1100], [3.8529, 2.7837, -2.0172], [-1.7668, -6.2589, -3.8782], [9.6753, 1.6713, 4.5273], [-8.2012, -5.9063, 0.5182], [3.8586, -1.7716, 4.9562], [9.6041, 4.0506, 3.6541], [9.2464, 1.4072, -5.0520], [-3.4331, 0.4907, -2.0323], [6.0283, 3.0103, -3.1939], [-1.8873, -5.6993, -5.3154], [3.0382, -0.4791, 2.9329], [-4.8490, -9.2296, 0.2577], [-7.0455, -5.2624, 0.9046], [4.4752, 1.8269, -1.1170], [-2.5302, 12.7923, 4.4897], [-0.7737, -1.5664, -3.4171], [10.9316, -0.4035, -4.4757], [-4.2470, 4.3195, 2.1387], [2.6546, -2.3292, 5.1370], [8.3049, 3.9419, 3.3517], [10.3772, 2.9103, 4.2530], [4.1164, -0.7968, 3.8409], [-6.5595, -4.1440, 0.2387], [-3.3736, -5.5746, -5.6957], [-5.2589, -3.5437, 0.7247], [-4.4977, -2.8441, -0.3788], [-3.2057, -5.8615, -1.8083], [-3.7597, -3.7258, -1.2220], [10.4858, 0.1326, -6.7903], [-7.2765, -3.6728, -0.8446], [1.5602, -1.9964, 4.2378], [6.6561, 2.0746, -2.2816], [5.9355, 1.5138, -1.3010], [4.5765, 3.3444, -2.9952], [7.6018, 2.6927, 3.6049], [-0.3472, 12.3868, 5.6111], [-10.1466, -6.1732, -1.0298], [-2.4587, -5.3284, -2.9055], [-3.6331, -0.9689, -1.6718], [-2.8217, 11.3746, 4.6117], [-2.5085, 2.7558, -1.5022], [-4.5921, -7.7516, -0.1351], [1.9198, -1.8975, -0.9244], [-8.9096, -5.4387, -0.5884], [-0.1744, -1.0702, -2.1221], [-1.8104, -8.3065, -0.7945], [-2.8771, 6.4435, 2.3948], [11.1865, -0.6315, -5.7705], [8.3713, 1.5550, 4.2296], [-1.8526, -9.3845, -0.9404], [-5.9100, -9.4221, 0.3903], [-4.9597, 1.0846, 1.8194], [-1.9187, 6.9412, 2.3471], [3.2434, 0.2128, 2.1257], [11.9024, -1.3713, -6.0992], [-2.2440, -7.2332, -3.8979], [-0.9489, -7.9458, -1.3461], [2.9997, -1.7422, -0.9042], [9.2780, 1.4924, -8.1593], [-4.2434, -7.2153, 0.7469], [-8.5197, -6.7845, 1.0640], [-3.9878, 1.7946, -0.3415], [-0.1569, 14.6320, 5.2926], [-0.5246, -8.0268, 0.9110], [-3.0503, 3.0810, -2.3849], [-1.3412, -4.7677, -5.4000], [10.2396, 0.8643, 4.9725], [-3.7148, -4.5580, -5.5092], [2.8075, 3.0126, -1.8638], [-1.4385, 2.6544, -1.6573], [-9.0002, -3.9701, -2.0951], [-3.2197, 2.8500, 1.6589], [-6.3396, 4.4532, 2.4878], [-10.8529, -6.3214, -0.2177], [-9.8393, -7.1733, -1.3460], [-10.6058, -5.7110, -1.8991], [1.7734, -2.9713, -1.0327], [-4.5376, -9.8683, -0.5714], [-3.0204, 9.1314, 4.9371], [-0.4034, -0.0128, -2.0484], [0.0519, -1.3184, 2.6452], [11.2114, 4.9650, 3.7535], [-3.2726, 13.4208, 4.0188], [-2.0550, -7.1215, 1.0398], [-3.5045, -5.7824, -6.7532], [-6.4937, -5.6426, 1.7567], [-0.3411, -0.9795, -4.2267], [-0.5249, -1.6208, -1.2531], [6.7565, 0.5731, 4.1624], [-4.3127, -9.5097, 1.1573], [5.6468, -1.5107, 5.3998], [-4.6470, -4.3802, 1.0532], [1.8350, -0.2468, -2.3688], [7.7057, 1.8608, -2.4342], [0.0896, 10.3456, 6.2310], [-5.3751, -2.9176, 1.5977], [7.7408, 4.7560, 2.9189], [8.5394, 2.1592, -4.7259], [-5.5421, -7.3188, -0.4341], [-6.9233, -2.8101, -1.3978], [-2.5559, 0.5141, -2.6628], [-4.0025, -6.2302, -5.0944], [-2.0093, -8.8904, 1.2765], [-1.4433, -6.4600, -5.9561], [1.4857, -1.5175, -0.0063], [11.1665, -0.7073, -2.6621], [-4.9840, 8.5961, 3.1871], [-6.0956, 1.6557, -0.1461], [4.8052, 4.4662, -4.4524], [1.6126, -1.8482, -3.0271], [-7.3701, -1.3682, 0.3908], [-0.4651, -2.5983, -3.5945], [2.4546, -3.0302, 5.9347], [5.7168, 0.4063, 0.1699], [-2.6274, 3.5470, -0.7596]], "forces_ev_per_angstrom": [[-0.112, -0.162, 0.154], [-0.222, -0.094, 0.124], [0.090, 0.045, -0.062], [-0.551, -0.497, -1.178], [-0.967, 1.121, -0.825], [-0.026, -0.171, 0.077], [0.141, -0.162, -0.058], [0.084, -0.696, -0.029], [0.371, 0.026, -0.065], [-0.154, 0.154, 0.051], [0.009, 0.173, -0.192], [-0.097, 0.075, -0.182], [-0.097, -0.034, 0.118], [0.214, -0.061, -0.023], [0.054, 0.297, 0.052], [-0.248, 0.397, -0.121], [0.142, -0.140, 0.088], [0.108, -0.152, 0.077], [-0.209, 0.146, -0.099], [0.188, -0.173, 0.081], [-0.160, -0.365, 0.046], [-0.146, 0.165, -0.070], [0.029, 0.216, -0.054], [-0.240, 0.045, -0.004], [-0.129, 0.158, -0.091], [-0.034, 0.229, -0.045], [0.635, -0.218, -0.141], [-0.109, -0.119, 0.137], [-0.065, -0.240, 0.160], [-0.095, 0.302, 0.416], [0.094, -0.191, 0.168], [0.094, 0.207, 0.028], [0.319, 0.223, -0.300], [-0.644, -0.293, 0.700], [0.642, -0.171, 0.298], [-0.514, -0.492, -0.062], [0.543, -0.385, 0.050], [-0.314, 0.049, -0.492], [-0.042, 0.140, 0.025], [0.406, -0.335, -0.500], [0.427, 0.742, -0.448], [-0.315, 0.356, -0.218], [0.118, -0.189, -0.894], [0.284, 0.083, -0.068], [0.180, 1.044, -1.137], [-0.188, 0.203, 0.146], [-0.148, 0.066, 0.035], [0.131, 0.107, 0.045], [0.269, -0.225, 0.155], [-0.262, 0.193, -0.155], [-0.160, -0.375, -0.076], [0.114, 0.214, -0.235], [-0.060, -0.110, 0.122], [-0.336, 1.169, -0.907], [0.126, 0.074, 0.004], [0.216, 0.231, -0.193], [-0.046, -0.211, 0.270], [-0.212, 0.272, -0.150], [-0.041, 0.020, 0.186], [0.414, -0.515, 0.838], [0.338, -0.268, 0.211], [-0.417, -1.017, 0.379], [0.111, 0.108, -0.127], [0.147, 0.241, -0.712], [0.053, -0.173, 0.372], [-0.272, 0.265, -0.174], [-0.134, -0.107, -0.063], [0.435, -0.213, -0.180], [0.240, -0.243, -0.109], [-0.444, -0.217, 0.029], [-0.150, -0.033, -0.025], [-0.116, -0.066, -0.017], [-0.030, -0.419, 0.145], [-0.249, 0.167, -0.327], [0.120, -0.022, 0.327], [0.384, 0.640, 0.118], [0.344, -0.199, -0.193], [-0.251, 0.282, 0.603], [0.114, 0.017, 1.041], [-0.513, -0.595, 0.238], [0.279, -0.292, 0.161], [0.135, 0.085, 0.040], [0.184, -0.200, 0.340], [0.103, 0.093, -0.176], [0.314, -0.033, -0.045], [-0.347, 0.084, 0.050], [0.040, 0.345, -0.112], [0.071, -0.435, 0.124], [0.564, -0.390, -0.311], [0.680, -0.650, -0.355], [-0.679, 0.540, 0.231], [-0.047, 0.403, -0.083], [-0.273, 0.205, 0.938], [0.061, -0.403, 0.726], [0.613, 0.223, -0.728], [-0.364, -0.360, 0.527], [0.705, 0.214, -0.460], [-0.126, 0.172, 1.117], [0.156, -0.092, -0.031], [-0.006, 0.008, -0.166], [0.188, -0.279, 0.162], [0.032, -0.063, -0.242], [-0.074, 0.059, 0.207], [0.079, 0.105, 0.197], [-0.015, 0.030, 0.021], [-0.043, 0.003, -0.006], [0.000, -0.011, 0.023], [0.376, -0.302, 0.459], [-0.104, 0.118, -0.300], [0.064, -0.023, 0.258], [0.002, -0.009, -0.041], [-0.097, 0.266, -0.056], [-0.152, -0.047, -0.021], [-0.176, -0.455, 0.205], [0.040, 0.013, 0.009], [0.053, 0.113, 0.240], [0.098, -0.151, -0.212], [-0.016, 0.114, -0.136], [-0.023, -0.025, -0.007], [-0.110, 0.050, -0.007], [0.003, 0.014, -0.016], [0.010, -0.109, -0.393], [0.073, 0.179, -0.047], [0.089, -0.142, 0.023], [-0.008, 0.005, 0.007], [-0.181, 0.228, 0.006], [-0.101, -0.079, -0.037], [-0.226, 0.157, 0.120], [-0.236, -0.082, 0.324], [0.052, -0.279, 0.149], [0.015, -0.050, -0.110], [-0.279, 0.088, 0.479], [-0.005, 0.001, 0.053], [0.040, -0.008, 0.004], [0.019, 0.021, -0.003], [0.097, 0.087, 0.185], [-0.170, -0.097, -0.055], [0.059, -0.009, 0.015], [-0.210, 0.094, -0.155], [-0.366, 0.103, 0.061], [0.313, -0.095, -0.028], [0.059, -0.112, 0.060], [0.045, -0.016, 0.025], [0.100, -0.057, -0.034], [0.030, 0.106, 0.159], [0.007, -0.077, 0.119], [-0.009, -0.021, -0.011], [-0.255, 0.135, 0.019], [0.014, 0.007, -0.006], [-0.002, 0.026, -0.060], [0.134, 0.340, -0.256], [-0.002, 0.007, -0.105], [-0.007, -0.013, -0.228], [-0.029, -0.224, -0.133], [-0.132, 0.109, 0.275], [0.287, 0.170, -0.132], [-0.068, -0.004, 0.113], [-0.010, -0.003, 0.041], [-0.009, 0.138, -0.001], [-0.258, 0.124, -0.292], [0.014, 0.013, -0.036], [0.156, 0.070, -0.092], [-0.343, -0.057, 0.241], [-0.275, -0.145, 0.036], [0.023, 0.005, 0.013], [0.008, 0.001, 0.061], [0.143, 0.109, -0.018]], "smiles": "CCCCOc1c([C@@H](Br)[C@H](C)Br)c(P(=N)(O)O)c(Cc2ccc(C)cc2)c2nc(P(CC)CC)c([C@H](I)CC)nc12.O=C1C=C(O)C(=O)C=C1O.O=C1C=C(O)C(=O)C=C1O.O=C1C=C(O)C(=O)C=C1O.O=C1C=C(O)C(=O)C=C1O.O=C1C=C(O)C(=O)C=C1O.O=C1C=C(O)C(=O)C=C1O", "multiplicity": 1, "orbital_gap_ev": 6.500, "e_tot_ev": -296027.9007, "homo_ev": -8.272}